The following is a DFT calculation (the ωB97M-V functional and the def2-TZVPD basis) of C32H36FNOPdS as an isolated structure in a non-equilibrium geometry.

## Properties
**Net charge**: -2
**Kohn-Sham gap**: 5.218 eV
**Maximum force**: 10.40 eV Å⁻¹
**Energy above the lowest of the compared OMol25 structures with the same formula, charge and spin**: 0.0 kcal per mole

Each line ends with the Mulliken charge.
Geometry (Å):
Pd -0.62452 -18.66987 8.64616  0.14
C -4.99317 -20.05562 6.54762  -1.38
C -4.85119 -20.42784 7.99161  0.62
C -4.57378 -19.21058 8.76315  -0.98
C -3.65874 -21.53437 8.29809  0.72
C -4.07205 -22.84187 8.72031  -0.89
C -3.08703 -23.64483 9.50530  -1.15
C -1.77053 -23.14545 9.75301  -0.70
C -1.42777 -21.93722 9.23359  0.69
C 0.08785 -21.46130 9.31505  0.52
C 1.08087 -22.56121 9.96374  -1.24
C -0.05946 -20.06573 9.93487  -1.50
C -2.26020 -21.16318 8.43839  -0.13
N -1.85752 -19.96011 7.70636  -0.04
C -1.41244 -20.26198 6.35297  0.35
C -1.24777 -21.59289 5.80344  -0.43
C -0.87938 -21.62992 4.52011  -0.46
C -0.45656 -20.47313 3.75147  -0.64
C -0.36623 -19.25038 4.29414  -0.86
C -0.95430 -19.22545 5.52905  0.86
F -1.06300 -17.95583 5.91917  -0.38
H -5.61807 -19.19023 6.41267  0.51
H -5.46041 -20.82307 5.88353  0.29
H -3.94627 -19.74961 6.21744  0.09
H -5.68470 -21.03541 8.41649  0.58
H -4.98968 -18.30213 8.31303  0.40
H -3.53503 -19.04381 8.48617  -0.12
H -4.37222 -19.26263 9.88028  0.20
H -5.14019 -23.04297 8.42363  0.36
H -3.47642 -24.53625 9.85491  0.47
H -1.13234 -23.47200 10.58866  0.18
H 0.41221 -21.09581 8.38277  0.20
H 0.60602 -23.20802 10.64123  0.34
H 2.09553 -22.15187 10.33287  0.24
H 1.28883 -23.18722 9.01513  0.33
H 0.79026 -19.60914 10.37305  0.90
H 5.36327 -21.52212 10.40140  0.09
H -0.67802 -20.13117 10.89091  0.27
H -1.46235 -22.44365 6.40501  0.43
H -0.78761 -22.64382 3.96588  0.21
H -0.07672 -20.84549 2.84203  0.35
H 0.22617 -18.53416 3.66676  0.32
H 0.67830 -17.44049 13.57125  0.11
O -7.58051 -16.05217 14.72347  -0.72
S -8.38646 -17.81413 14.82654  -0.20
C -8.92029 -17.45102 13.05322  -0.91
C -7.68669 -16.96854 12.40603  0.55
C -6.73188 -18.02143 12.62355  0.05
C -5.46524 -17.82620 12.40135  -0.51
C -5.20109 -16.66719 11.73087  0.34
C -5.92106 -15.57169 11.48544  -0.85
C -7.42944 -15.61920 11.96880  -0.31
C 0.19441 -17.44631 12.24746  -1.04
C 1.07418 -17.35679 11.25505  0.23
C 0.52032 -16.63929 10.12699  0.03
C 1.36345 -16.45368 8.94293  -0.12
C 2.68825 -16.79102 8.94621  -0.43
C 3.32158 -17.29302 10.19487  -0.29
C 2.37165 -17.58506 11.11322  0.05
H -9.68869 -16.60717 13.08104  0.34
H -9.52780 -18.38844 12.65793  0.23
H -7.11001 -18.90682 13.25055  0.15
H -4.51301 -18.45535 12.78419  0.24
H -3.90710 -16.46474 11.45554  -0.13
H -5.69824 -14.60277 11.31524  0.48
H -8.15759 -14.71779 11.74891  0.23
H 5.20531 -20.87392 10.75049  -0.09
H -0.31566 -18.46005 12.02145  0.15
H -0.33239 -15.68655 10.10842  0.12
H 1.32280 -15.50051 8.29651  0.23
H 3.48863 -16.45971 8.15593  0.19
H 4.52607 -16.98952 10.52626  0.18
H 3.19607 -17.78051 12.00168  -0.05

Cartesian forces, eV/Å:
0.07 0.71 0.70
1.02 -0.37 -1.45
0.58 -3.70 0.81
2.54 1.42 1.33
-0.19 0.09 0.66
2.45 1.21 0.52
-0.85 3.26 -2.25
-2.90 -0.90 1.24
3.24 1.15 -2.06
-1.48 0.22 2.29
1.17 1.75 -3.54
-0.98 -0.56 2.57
-2.39 0.52 -1.24
1.05 -1.69 -1.19
0.53 -0.42 1.57
-0.85 2.52 1.43
1.06 -1.13 -3.50
-0.35 -4.42 0.68
0.71 -0.93 -1.73
-0.16 1.04 0.51
-0.41 1.64 1.97
-0.34 0.54 0.19
0.80 0.22 0.50
-1.42 -0.51 -0.07
-0.09 0.77 -0.63
-0.79 -0.19 0.91
0.25 0.44 -0.15
-1.43 0.06 -1.18
1.27 -0.58 0.95
-0.24 -1.83 0.96
-0.60 -0.76 -0.85
0.70 -0.98 -1.79
-0.26 -0.47 1.17
-1.85 -0.47 -0.46
0.03 0.56 1.60
1.68 0.22 -0.22
-0.07 0.33 0.19
-0.19 0.28 -1.38
-0.20 -0.53 0.28
-0.19 1.74 1.06
0.60 0.61 -1.36
-1.17 0.13 1.45
-0.89 -0.62 -3.87
-1.53 -3.52 1.44
0.32 4.69 -0.72
-3.72 -0.13 1.00
-0.36 0.84 -0.58
-3.08 -1.32 1.22
4.68 -1.54 0.16
7.82 2.61 -1.63
-7.13 -1.56 2.53
2.88 -2.77 -1.78
-2.15 -2.85 7.11
-2.11 2.78 -3.42
-0.96 2.39 -3.58
-0.10 2.02 0.62
5.17 -0.53 0.30
0.01 2.63 -3.27
9.32 -0.97 4.52
0.86 -1.07 0.24
1.65 1.62 0.27
0.73 1.42 -1.46
-2.67 1.14 -1.13
-3.84 -0.71 0.82
1.86 2.59 -1.29
1.44 -2.28 0.94
0.06 -0.33 -0.19
-0.41 1.95 0.92
2.22 -3.53 0.78
-1.31 -1.85 0.39
-2.07 -0.37 1.08
-3.69 -1.58 -1.41
-3.34 -0.16 -0.50